(1)
{
  "formula": "C16H19NO2",
  "method": "the ωB97M-V functional and the def2-TZVPD basis",
  "charge": 0,
  "smiles": "Cc1ccc(C)c(NC(=O)CCc2ccc(C)o2)c1",
  "homo_lumo_gap_ev": 8.742,
  "symbols": ["C", "C", "C", "C", "C", "C", "C", "N", "C", "O", "C", "C", "C", "C", "C", "C", "C", "O", "C", "H", "H", "H", "H", "H", "H", "H", "H", "H", "H", "H", "H", "H", "H", "H", "H", "H", "H", "H"],
  "xyz": [[-4.121, -2.652, 0.450], [-3.677, -1.221, 0.449], [-4.478, -0.230, 0.999], [-4.067, 1.090, 0.979], [-2.857, 1.465, 0.416], [-2.443, 2.910, 0.411], [-2.047, 0.465, -0.140], [-0.818, 0.841, -0.703], [0.075, 0.093, -1.407], [-0.057, -1.081, -1.671], [1.277, 0.905, -1.880], [2.527, 0.018, -1.956], [2.998, -0.358, -0.593], [2.657, -1.385, 0.232], [3.405, -1.204, 1.424], [4.148, -0.077, 1.244], [5.126, 0.616, 2.126], [3.903, 0.445, 0.020], [-2.464, -0.861, -0.117], [-3.280, -3.317, 0.276], [-4.590, -2.910, 1.397], [-4.853, -2.815, -0.341], [-5.427, -0.490, 1.446], [-4.701, 1.851, 1.412], [-1.525, 3.061, 0.983], [-2.285, 3.272, -0.606], [-3.220, 3.520, 0.865], [-0.591, 1.816, -0.581], [1.461, 1.754, -1.219], [1.043, 1.287, -2.878], [3.325, 0.551, -2.476], [2.274, -0.888, -2.507], [1.960, -2.167, 0.014], [3.390, -1.829, 2.293], [4.799, 1.634, 2.336], [6.101, 0.671, 1.643], [5.222, 0.073, 3.061], [-1.829, -1.614, -0.552]],
  "forces_ev_per_a": [[-0.035, 0.022, -0.051], [-0.034, 0.204, 0.090], [0.002, -0.069, -0.011], [0.058, -0.067, -0.041], [0.037, 0.029, -0.030], [-0.014, -0.161, -0.013], [-0.340, -0.166, 0.089], [-0.194, 0.485, 0.237], [0.333, 0.496, -0.090], [-0.016, -0.282, -0.068], [0.162, -0.306, -0.169], [-0.059, 0.231, 0.252], [-0.457, -0.775, -0.157], [0.080, 0.385, -0.456], [0.384, 0.514, 0.049], [-0.092, -0.574, 0.710], [-0.136, 0.079, -0.373], [0.170, 0.315, -0.092], [0.050, -0.137, -0.042], [0.021, -0.099, 0.001], [-0.025, -0.075, 0.041], [-0.042, -0.091, -0.029], [-0.105, -0.033, 0.059], [-0.036, 0.095, 0.034], [0.085, 0.102, 0.015], [0.051, 0.102, -0.049], [0.011, 0.063, 0.008], [0.130, -0.203, -0.084], [-0.035, 0.043, -0.041], [-0.057, 0.063, 0.024], [-0.020, -0.065, -0.059], [0.080, 0.074, -0.004], [-0.177, -0.142, -0.140], [0.065, -0.077, 0.228], [0.029, 0.063, 0.075], [0.096, 0.018, 0.045], [0.007, -0.021, 0.045], [0.021, -0.037, -0.006]],
  "lowdin_charge": [-0.050, -0.275, -0.054, -0.049, -0.221, -0.051, -0.168, 0.143, -0.459, 0.075, -0.090, -0.110, -0.282, -0.014, -0.025, -0.332, -0.016, 0.080, 0.031, 0.076, 0.078, 0.084, 0.109, 0.108, 0.084, 0.084, 0.077, 0.117, 0.118, 0.125, 0.122, 0.122, 0.110, 0.105, 0.081, 0.082, 0.082, 0.103]
}



(2)
{
  "formula": "C16H13IN3O3SSm",
  "method": "the ωB97M-V functional and the def2-TZVPD basis",
  "charge": 2,
  "homo_lumo_gap_ev": [6.981, 6.963],
  "multiplicity": 6,
  "symbols": ["Sm", "O", "S", "O", "N", "C", "C", "C", "C", "C", "C", "C", "C", "N", "C", "C", "C", "C", "C", "C", "C", "H", "H", "H", "H", "H", "H", "H", "H", "H", "H", "H", "O", "N", "I", "C", "H", "H"],
  "xyz": [[-0.038, 1.607, -1.848], [-0.381, 2.820, 0.169], [-0.432, 1.800, 1.308], [0.534, 1.652, 2.318], [-0.290, 0.476, 0.268], [0.679, -0.330, 0.173], [1.285, -0.985, 1.337], [2.367, -1.677, 1.607], [3.243, -2.408, 0.738], [2.858, -2.886, -0.464], [3.752, -3.495, -1.390], [3.395, -3.557, -2.735], [2.238, -2.985, -3.378], [1.516, -1.977, -2.913], [1.437, -1.673, -1.634], [-2.061, 2.045, 1.942], [-3.150, 2.165, 1.069], [-4.421, 2.237, 1.632], [-4.566, 2.302, 3.010], [-3.455, 2.228, 3.849], [-2.195, 2.062, 3.335], [0.686, -0.718, 2.217], [2.525, -1.896, 2.697], [4.184, -2.806, 1.183], [4.679, -3.925, -1.083], [3.988, -4.174, -3.392], [2.062, -3.342, -4.337], [-3.079, 2.229, -0.067], [-5.282, 2.230, 0.999], [-5.574, 2.591, 3.432], [-3.632, 2.219, 4.896], [-1.351, 1.948, 4.033], [1.517, -2.735, -0.771], [1.069, -0.474, -1.199], [-2.576, 1.812, -3.328], [-0.524, 2.421, -4.155], [-0.634, 3.463, -4.481], [-0.373, 1.737, -5.035]],
  "forces_ev_per_a": [[0.003, 1.024, -0.803], [0.904, -1.057, 1.217], [-1.981, 0.766, -2.355], [0.988, 0.780, 0.816], [-2.576, 2.224, 0.148], [2.786, -2.711, -0.835], [-2.380, 2.034, 0.442], [1.345, -1.927, 1.374], [0.972, -0.717, 0.631], [0.577, 0.355, 1.146], [-1.689, 0.027, -2.754], [0.100, -0.625, 1.259], [0.645, 1.435, 2.887], [0.616, -0.407, -0.945], [-0.634, -0.204, -0.335], [0.566, -0.563, -0.118], [-0.195, -0.103, -1.176], [0.652, -0.047, 0.018], [-1.004, 1.037, 0.507], [-0.941, -0.196, -0.474], [0.651, -0.356, 0.109], [0.340, -0.075, -0.309], [0.024, 0.417, -1.133], [-0.600, 0.656, -0.610], [0.478, -0.068, 0.377], [0.309, 0.109, -0.038], [-0.660, -0.299, -1.787], [0.236, -0.258, 1.770], [-0.331, 0.268, -0.284], [1.251, -0.877, -0.432], [0.131, 0.226, 0.775], [-0.309, 0.064, -0.680], [0.100, 0.565, -0.297], [-0.189, -1.162, 1.313], [0.522, 0.192, -0.514], [-0.289, -0.918, 0.224], [-0.132, -0.319, 0.082], [-0.289, 0.709, 0.786]],
  "lowdin_charge": [1.535, -0.471, 0.767, -0.222, -0.172, -0.354, 0.018, -0.001, 0.070, -0.233, 0.082, 0.025, 0.011, 0.190, -0.372, -0.286, -0.047, -0.048, -0.022, -0.042, -0.038, 0.131, 0.163, 0.163, 0.137, 0.123, 0.117, 0.097, 0.115, 0.150, 0.116, 0.136, 0.091, 0.038, 0.725, -0.617, -0.046, -0.032]
}



Calculated calculated total energy in order - -826.34884 -2360.64566 Eh